Entry 1:
{
  "formula": "C21H22N5O4S",
  "method": "ωB97M-V with the def2-TZVPD basis set",
  "molar_mass_g_mol": 440.50,
  "homo_lumo_gap_ev": 4.535,
  "total_charge": -1,
  "elements": ["C", "C", "C", "C", "O", "N", "C", "C", "N", "N", "C", "N", "O", "H", "H", "H", "H", "H", "H", "H", "H", "H", "H", "H", "H", "C", "C", "C", "C", "S", "C", "C", "C", "C", "C", "C", "N", "C", "C", "O", "O", "C", "C", "H", "H", "H", "H", "H", "H", "H", "H", "H", "H"],
  "xyz": [[0.961, -2.574, 2.954], [0.263, -1.270, 3.116], [-0.943, -0.963, 2.509], [-1.622, 0.285, 2.827], [-1.036, 1.369, 3.052], [-3.011, 0.265, 2.887], [-3.727, 1.494, 3.148], [-3.806, -0.933, 3.084], [0.802, -0.297, 3.896], [2.070, -0.183, 3.932], [2.488, 1.136, 4.308], [1.501, 2.025, 4.561], [3.694, 1.344, 4.380], [0.258, -3.403, 3.087], [1.420, -2.671, 1.962], [1.748, -2.670, 3.709], [-1.414, -1.699, 1.862], [-3.049, 2.346, 3.074], [-4.550, 1.606, 2.429], [-4.169, 1.472, 4.155], [-3.176, -1.808, 3.261], [-4.461, -0.795, 3.956], [-4.447, -1.122, 2.210], [0.559, 1.827, 4.219], [1.802, 2.970, 4.716], [-3.390, -1.594, -3.006], [-2.317, -1.083, -3.744], [-1.422, -0.188, -3.155], [-1.622, 0.191, -1.827], [-0.528, 1.416, -1.079], [0.529, 0.487, -0.098], [1.796, 0.979, 0.259], [2.772, 0.120, 0.859], [3.971, 0.631, 1.300], [4.270, 1.996, 1.171], [5.494, 2.525, 1.684], [6.497, 2.984, 2.077], [3.360, 2.851, 0.526], [2.157, 2.356, 0.074], [0.158, 1.964, -2.229], [-1.405, 2.265, -0.299], [-2.663, -0.342, -1.069], [-3.556, -1.237, -1.664], [-4.093, -2.282, -3.472], [-2.162, -1.368, -4.784], [-0.580, 0.221, -3.712], [0.201, -0.534, 0.091], [2.548, -0.948, 0.927], [4.715, -0.030, 1.746], [3.615, 3.906, 0.387], [1.469, 3.040, -0.424], [-2.766, -0.045, -0.026], [-4.375, -1.640, -1.068]]
}

Entry 2:
{
  "formula": "C21H22N8O2Pt",
  "method": "ωB97M-V with the def2-TZVPD basis set",
  "molar_mass_g_mol": 613.54,
  "e_above_lowest_kcal_mol": 3.9,
  "homo_lumo_gap_ev": 7.527,
  "elements": ["Pt", "O", "C", "N", "C", "C", "C", "C", "C", "C", "N", "C", "C", "C", "C", "C", "N", "H", "H", "H", "H", "H", "H", "H", "H", "H", "H", "C", "N", "C", "C", "O", "N", "C", "C", "H", "H", "H", "H", "H", "H", "H", "H", "H", "H", "H", "H", "N", "C", "C", "C", "N", "C", "N"],
  "xyz": [[2.055, -0.584, -0.991], [2.944, -3.873, -3.158], [2.803, -2.975, -2.341], [2.157, -1.819, -2.496], [1.484, -1.436, -3.713], [0.695, -0.173, -3.454], [-0.170, 0.366, -4.389], [-0.849, 1.535, -4.096], [-0.655, 2.149, -2.870], [0.214, 1.568, -1.970], [0.870, 0.439, -2.260], [3.399, -3.067, -0.944], [4.117, -4.172, -0.547], [4.650, -4.202, 0.734], [4.449, -3.120, 1.574], [3.719, -2.039, 1.112], [3.205, -2.016, -0.118], [0.818, -2.227, -4.068], [2.202, -1.246, -4.520], [-0.304, -0.137, -5.337], [-1.530, 1.963, -4.821], [-1.174, 3.057, -2.601], [0.396, 1.972, -0.987], [4.238, -4.978, -1.257], [5.215, -5.060, 1.072], [4.841, -3.097, 2.581], [3.540, -1.175, 1.734], [-3.287, -0.947, 0.669], [-3.487, 0.436, 1.055], [-4.828, 0.946, 0.841], [-2.381, 1.259, 1.005], [-1.328, 0.881, 0.498], [-2.545, 2.510, 1.542], [-3.460, 2.772, 2.642], [-1.459, 3.461, 1.412], [-4.034, -1.566, 1.170], [-2.295, -1.269, 0.970], [-3.385, -1.088, -0.413], [-5.232, 0.539, -0.091], [-4.816, 2.029, 0.758], [-5.505, 0.667, 1.653], [-3.940, 1.853, 2.962], [-4.223, 3.507, 2.366], [-2.894, 3.152, 3.493], [-0.753, 3.102, 0.668], [-0.931, 3.571, 2.363], [-1.843, 4.438, 1.111], [1.900, 0.678, 0.598], [1.635, 0.672, 1.732], [1.322, 0.644, 3.069], [0.000, 0.881, 3.516], [-1.076, 1.076, 3.880], [2.346, 0.244, 3.966], [3.172, -0.100, 4.695]]
}

Entry 3:
{
  "formula": "C21H22O3",
  "method": "ωB97M-V with the def2-TZVPD basis set",
  "molar_mass_g_mol": 322.40,
  "e_above_lowest_kcal_mol": 80.2,
  "homo_lumo_gap_ev": 7.523,
  "elements": ["C", "O", "C", "O", "C", "C", "C", "C", "C", "C", "C", "C", "C", "C", "C", "C", "C", "C", "C", "C", "O", "C", "C", "C", "H", "H", "H", "H", "H", "H", "H", "H", "H", "H", "H", "H", "H", "H", "H", "H", "H", "H", "H", "H", "H", "H"],
  "xyz": [[5.096, 3.867, 0.517], [4.337, 2.673, 0.682], [4.528, 1.754, -0.345], [5.246, 1.882, -1.260], [3.656, 0.480, -0.227], [4.266, -0.773, -0.251], [3.524, -2.051, -0.037], [2.136, -2.040, -0.036], [1.282, -0.800, -0.295], [1.158, -0.788, -1.849], [2.076, 0.474, 0.187], [1.298, 1.716, -0.265], [-0.069, 1.679, -0.019], [-0.754, 0.649, 0.794], [-2.194, 0.796, 0.771], [-2.897, -0.316, 0.436], [-4.364, -0.401, 0.218], [-5.388, 0.675, 0.435], [-4.559, -1.758, 0.022], [-5.815, -2.560, -0.214], [-3.402, -2.456, -0.082], [-2.370, -1.622, 0.126], [-1.038, -1.966, 0.134], [-0.103, -0.834, 0.531], [4.939, 4.105, -0.509], [4.758, 4.680, 1.155], [6.191, 3.761, 0.728], [5.324, -0.857, -0.436], [4.144, -2.977, 0.178], [1.574, -2.855, 0.410], [1.100, -1.862, -2.147], [0.193, -0.314, -2.067], [1.895, -0.192, -2.315], [2.148, 0.371, 1.366], [1.961, 2.466, -0.868], [-0.596, 2.545, -0.453], [-0.613, 0.795, 1.829], [-2.683, 1.707, 0.948], [-4.953, 1.634, 0.732], [-6.160, 0.467, 1.242], [-5.996, 0.793, -0.474], [-5.923, -3.374, 0.587], [-6.732, -2.012, -0.113], [-5.800, -3.011, -1.173], [-0.672, -3.001, -0.134], [0.249, -1.149, 1.539]]
}